C4H6N2O as an isolated structure, computed with ωB97M-V/def2-TZVPD.

Each line ends with the Mulliken charge.
Positions of all 13 atoms, in Å:
C1 2.059 -0.316 0.169  -1.04
C2 0.616 -0.039 -0.088  0.59
N1 -0.030 -0.461 -1.165  -0.62
C3 -1.273 0.079 -1.006  0.19
C4 -1.458 0.909 0.196  -0.51
O1 -2.149 -0.557 0.402  -0.45
N2 -0.146 0.699 0.738  0.01
H1 2.428 -1.024 -0.574  0.29
H2 2.204 -0.730 1.172  0.32
H3 2.638 0.611 0.098  0.30
H4 -2.002 -0.030 -1.802  0.38
H5 -3.084 -0.324 0.306  0.36
H6 0.199 1.182 1.552  0.19

The lowest unoccupied orbital energy comes out at 0.45 eV. The electronic energy is -9269.5111 eV. As for the energy relative to the best compared isomer or geometry (same formula, charge and spin): 92.03 kcal/mol. The HOMO energy is -8.16 eV. Its total charge is 0. The calculation puts the frontier orbital gap at 8.6023 eV.